[1]
This record from the OMol25 dataset describes a cluster of 10 separate species, C31H87N7O15 in total at a distorted geometry. The level of theory is the ωB97M-V functional and the def2-TZVPD basis.

Atoms and positions in Å:
1 C -1.356 5.272 0.225
2 O -1.612 4.836 1.313
3 N -0.163 5.418 -0.250
4 N -2.128 5.841 -0.618
5 H 0.548 4.960 0.302
6 H 0.006 5.812 -1.165
7 H -3.098 5.907 -0.347
8 H -1.822 6.150 -1.530
9 C 6.327 0.356 -0.260
10 O 6.342 0.683 -1.673
11 C 6.907 -0.248 -2.579
12 C 7.431 0.477 -3.874
13 N 8.442 1.436 -3.618
14 C 9.789 0.878 -3.381
15 C 10.870 1.920 -3.658
16 O 10.696 3.052 -2.785
17 C 11.477 4.202 -3.141
18 H 7.393 0.357 -0.033
19 H 5.944 -0.583 0.139
20 H 5.807 1.120 0.318
21 H 6.142 -0.979 -2.842
22 H 7.651 -0.802 -2.007
23 H 6.599 0.998 -4.348
24 H 7.721 -0.243 -4.640
25 H 8.047 1.998 -2.877
26 H 9.875 -0.026 -3.984
27 H 9.817 0.488 -2.364
28 H 10.687 2.308 -4.660
29 H 11.881 1.514 -3.623
30 H 10.977 5.130 -2.864
31 H 11.637 4.271 -4.217
32 H 12.454 4.157 -2.660
33 C 0.498 -0.452 -4.326
34 O 0.189 -1.037 -5.564
35 C -1.275 -0.841 -5.900
36 C -1.772 -1.565 -7.152
37 N -1.598 -3.021 -7.098
38 C -2.015 -3.704 -8.295
39 C -1.237 -5.025 -8.441
40 O 0.102 -4.703 -8.640
41 C 0.493 -4.047 -9.873
42 H 1.579 -0.448 -4.189
43 H 0.125 -1.155 -3.582
44 H 0.133 0.549 -4.093
45 H -1.592 0.188 -6.065
46 H -1.938 -1.223 -5.124
47 H -1.236 -1.165 -8.012
48 H -2.791 -1.355 -7.478
49 H -0.631 -3.198 -6.868
50 H -1.763 -3.111 -9.174
51 H -3.086 -3.884 -8.205
52 H -1.651 -5.515 -9.322
53 H -1.275 -5.657 -7.554
54 H 1.413 -4.544 -10.178
55 H 0.783 -3.048 -9.549
56 H -0.272 -4.029 -10.650
57 C -3.580 1.847 -0.632
58 O -4.806 1.278 -1.281
59 C -5.467 2.248 -2.124
60 C -6.567 3.149 -1.594
61 N -6.085 4.356 -0.935
62 C -7.228 5.137 -0.249
63 C -6.621 6.288 0.502
64 O -5.658 5.746 1.439
65 C -4.947 6.759 2.199
66 H -3.100 2.411 -1.432
67 H -2.868 1.060 -0.381
68 H -3.802 2.498 0.213
69 H -6.015 1.570 -2.778
70 H -4.853 2.880 -2.766
71 H -7.137 2.602 -0.843
72 H -7.256 3.286 -2.427
73 H -5.375 4.202 -0.234
74 H -7.939 4.501 0.279
75 H -7.936 5.465 -1.010
76 H -7.382 6.949 0.916
77 H -6.151 7.023 -0.152
78 H -4.696 7.604 1.558
79 H -4.002 6.360 2.567
80 H -5.521 7.046 3.080
81 C -5.223 4.848 8.890
82 O -4.863 3.450 9.089
83 C -4.911 2.672 7.883
84 C -3.496 2.680 7.040
85 N -3.477 2.070 5.644
86 C -4.005 0.736 5.567
87 C -3.968 0.362 4.128
88 O -4.637 -0.848 3.951
89 C -4.579 -1.302 2.662
90 H -6.233 4.935 8.489
91 H -4.620 5.500 8.258
92 H -5.374 5.273 9.882
93 H -5.838 3.004 7.416
94 H -5.183 1.644 8.126
95 H -2.674 2.192 7.563
96 H -3.188 3.720 6.926
97 H -4.021 2.643 5.014
98 H -5.044 0.768 5.894
99 H -3.478 0.055 6.236
100 H -2.916 0.274 3.855
101 H -4.518 1.147 3.609
102 H -5.081 -0.584 2.013
103 H -5.060 -2.280 2.664
104 H -3.540 -1.404 2.348
105 C 0.632 -4.341 3.947
106 O 0.684 -5.648 3.499
107 C 1.681 -5.848 2.464
108 C 1.787 -7.322 2.116
109 N 2.486 -7.908 3.283
110 C 2.701 -9.372 3.033
111 C 1.396 -10.252 3.392
112 O 0.970 -10.000 4.683
113 C 0.229 -11.074 5.333
114 H 1.040 -3.595 3.265
115 H 1.287 -4.176 4.802
116 H -0.358 -3.978 4.226
117 H 2.633 -5.357 2.666
118 H 1.222 -5.360 1.604
119 H 2.371 -7.399 1.199
120 H 0.813 -7.793 1.988
121 H 1.816 -8.036 4.028
122 H 3.476 -9.750 3.700
123 H 3.065 -9.626 2.038
124 H 1.633 -11.303 3.223
125 H 0.583 -10.036 2.699
126 H -0.185 -10.781 6.298
127 H 0.903 -11.911 5.516
128 H -0.525 -11.532 4.694
129 O 1.486 0.769 1.164
130 H 1.695 1.669 0.914
131 H 1.142 0.840 2.054
132 O 4.719 4.363 -1.927
133 H 4.137 3.695 -1.565
134 H 5.316 4.576 -1.210
135 O 2.581 4.195 2.246
136 H 2.663 4.963 2.811
137 H 2.016 3.596 2.734
138 O 0.258 1.886 4.680
139 H -0.659 1.803 4.944
140 H 0.755 1.556 5.428

Cartesian forces (eV/Å) of the 6 atoms listed first:
C 1.03 0.20 1.33
O -0.99 -1.17 1.80
N 5.72 -0.99 -0.25
N -6.19 2.01 -2.72
H 0.48 0.28 -0.51
H 0.44 -0.37 0.54

Properties
* orbital gap: 8.6 eV
* total charge: 0
* HOMO: -8.4 eV
* 2S+1: 1
* energy relative to the best compared isomer or geometry (same formula, charge and spin): 145.39 kcal/mol

=====

[2]
This record from the OMol25 dataset describes a cluster of 12 separate species, C31H87NO11 in total at a distorted geometry. The level of theory is the ωB97M-V functional and the def2-TZVPD basis.

Atoms and positions in Å:
1 N -20.511 1.641 -27.599
2 H -19.576 1.298 -27.385
3 H -20.500 2.362 -28.380
4 H -20.976 1.950 -26.728
5 H -21.028 0.816 -27.907
6 C -20.954 4.764 -29.165
7 O -20.833 3.431 -29.569
8 H -20.441 4.889 -28.195
9 H -20.432 5.476 -29.834
10 H -21.994 5.121 -29.114
11 C -19.733 9.968 -30.272
12 C -18.992 8.636 -30.364
13 C -19.215 7.897 -31.680
14 O -17.587 8.945 -30.236
15 H -20.819 9.857 -30.298
16 H -19.382 10.664 -31.033
17 H -19.505 10.362 -29.279
18 H -19.207 8.004 -29.501
19 H -18.277 7.508 -32.083
20 H -19.644 8.520 -32.466
21 H -19.783 6.979 -31.512
22 H -17.295 9.293 -31.085
23 C -22.523 4.774 -25.294
24 C -22.710 3.287 -25.143
25 C -23.420 2.693 -26.352
26 O -21.424 2.641 -25.083
27 H -22.010 5.026 -26.224
28 H -21.999 5.222 -24.450
29 H -23.490 5.279 -25.358
30 H -23.327 3.004 -24.284
31 H -23.428 1.603 -26.345
32 H -22.960 3.093 -27.264
33 H -24.457 3.025 -26.417
34 H -20.895 3.048 -24.389
35 C -22.944 7.404 -31.118
36 C -24.186 8.266 -30.893
37 C -23.877 9.755 -31.021
38 O -25.229 7.869 -31.763
39 H -22.498 7.383 -32.114
40 H -23.154 6.387 -30.781
41 H -22.146 7.749 -30.449
42 H -24.483 8.085 -29.859
43 H -24.831 10.280 -31.072
44 H -23.268 9.983 -31.901
45 H -23.274 10.121 -30.188
46 H -25.038 8.198 -32.647
47 C -24.365 3.485 -31.282
48 C -24.385 2.540 -30.086
49 C -25.572 1.605 -30.134
50 O -23.201 1.755 -30.186
51 H -25.197 4.196 -31.303
52 H -24.412 2.906 -32.207
53 H -23.431 4.048 -31.339
54 H -24.359 3.055 -29.116
55 H -25.487 1.061 -31.078
56 H -26.528 2.128 -30.112
57 H -25.535 0.911 -29.293
58 H -22.425 2.322 -30.037
59 C -18.264 6.908 -23.629
60 C -18.059 6.924 -25.151
61 C -18.749 5.773 -25.862
62 O -18.641 8.161 -25.639
63 H -17.936 5.950 -23.228
64 H -19.332 7.046 -23.455
65 H -17.749 7.762 -23.190
66 H -17.007 6.980 -25.448
67 H -18.249 4.818 -25.722
68 H -18.773 6.044 -26.918
69 H -19.786 5.723 -25.523
70 H -18.193 8.885 -25.191
71 C -25.200 5.826 -27.921
72 C -26.551 5.239 -28.301
73 C -26.971 4.084 -27.395
74 O -27.506 6.283 -28.185
75 H -24.964 6.744 -28.452
76 H -24.381 5.111 -28.074
77 H -25.126 5.992 -26.842
78 H -26.490 4.783 -29.297
79 H -26.404 3.171 -27.601
80 H -28.018 3.784 -27.406
81 H -26.752 4.293 -26.341
82 H -27.439 6.865 -28.949
83 C -20.649 4.534 -33.060
84 C -20.621 3.038 -33.325
85 C -19.659 2.689 -34.447
86 O -20.220 2.305 -32.165
87 H -19.683 4.916 -32.717
88 H -21.368 4.772 -32.272
89 H -20.834 5.148 -33.944
90 H -21.613 2.666 -33.601
91 H -18.613 2.751 -34.139
92 H -19.797 3.287 -35.349
93 H -19.797 1.643 -34.737
94 H -20.329 2.895 -31.396
95 C -21.879 7.939 -27.458
96 C -22.016 8.539 -26.063
97 C -23.428 8.933 -25.657
98 O -21.442 7.647 -25.113
99 H -22.638 7.157 -27.543
100 H -20.874 7.553 -27.625
101 H -22.064 8.654 -28.264
102 H -21.450 9.481 -26.026
103 H -23.708 9.732 -26.345
104 H -23.522 9.297 -24.636
105 H -24.082 8.061 -25.741
106 H -20.481 7.673 -25.233
107 C -19.492 -2.408 -31.230
108 C -19.960 -0.965 -31.338
109 C -19.602 -0.212 -30.061
110 O -19.252 -0.406 -32.441
111 H -18.432 -2.430 -30.968
112 H -19.597 -2.924 -32.184
113 H -20.010 -2.972 -30.452
114 H -21.033 -0.899 -31.536
115 H -20.039 0.787 -30.055
116 H -18.529 -0.211 -29.863
117 H -20.008 -0.749 -29.189
118 H -19.503 0.531 -32.471
119 C -17.098 4.610 -31.234
120 C -16.708 4.331 -29.789
121 C -16.710 5.551 -28.888
122 O -17.580 3.339 -29.246
123 H -16.417 5.263 -31.790
124 H -18.059 5.127 -31.235
125 H -17.069 3.674 -31.789
126 H -15.713 3.882 -29.716
127 H -17.595 6.175 -29.063
128 H -15.901 6.182 -29.279
129 H -16.573 5.408 -27.821
130 H -18.500 3.612 -29.384

Cartesian forces (eV/Å) of the 6 atoms listed first:
N -0.11 -1.36 0.80
H 0.09 0.29 -0.02
H -0.45 1.11 -0.90
H 0.43 0.42 -0.10
H -0.04 0.22 -0.36
C 0.59 -0.52 -0.02

Properties
* orbital gap: 8.7 eV
* total charge: 0
* HOMO: -8.6 eV
* 2S+1: 1
* energy relative to the best compared isomer or geometry (same formula, charge and spin): 12.35 kcal/mol

=====

[3]
This record from the OMol25 dataset describes a cluster of 10 separate species, C31H89N13O10 in total at a distorted geometry. The level of theory is the ωB97M-V functional and the def2-TZVPD basis.

Atoms and positions in Å:
1 C 4.035 -0.881 -2.112
2 C 4.513 0.237 -3.013
3 C 3.621 0.484 -4.221
4 O 3.247 -0.748 -4.839
5 C 2.507 -0.519 -6.021
6 N 4.600 1.546 -2.368
7 H 3.965 -1.814 -2.638
8 H 3.027 -0.691 -1.794
9 H 4.760 -1.040 -1.313
10 H 5.567 0.036 -3.309
11 H 4.295 1.003 -4.899
12 H 2.774 1.074 -3.930
13 H 1.567 0.065 -5.805
14 H 2.282 -1.454 -6.434
15 H 3.031 0.116 -6.734
16 H 5.058 2.215 -2.940
17 H 5.040 1.498 -1.500
18 C 2.641 4.754 3.425
19 C 1.472 3.904 2.955
20 C 1.755 2.464 3.130
21 O 2.635 2.071 2.073
22 C 2.617 0.629 1.907
23 N 0.223 4.222 3.736
24 H 3.417 4.406 2.770
25 H 3.052 4.634 4.432
26 H 2.445 5.812 3.225
27 H 1.427 4.170 1.918
28 H 0.826 1.813 3.024
29 H 2.257 2.239 4.064
30 H 3.071 0.249 2.806
31 H 3.228 0.422 0.983
32 H 1.584 0.358 1.869
33 H 0.490 4.294 4.730
34 H -0.022 5.196 3.613
35 C 2.002 -7.653 -1.960
36 C 2.543 -6.852 -0.705
37 C 2.032 -5.469 -0.703
38 O 2.369 -4.765 0.469
39 C 3.737 -4.842 0.815
40 N 2.026 -7.474 0.507
41 H 0.935 -7.451 -2.195
42 H 2.044 -8.701 -1.628
43 H 2.565 -7.582 -2.911
44 H 3.571 -6.868 -0.773
45 H 0.920 -5.325 -0.731
46 H 2.438 -5.013 -1.599
47 H 3.874 -5.785 1.340
48 H 3.888 -3.994 1.444
49 H 4.333 -4.916 -0.069
50 H 2.366 -8.399 0.711
51 H 1.031 -7.484 0.564
52 C -4.663 0.789 -1.151
53 C -6.186 0.613 -0.749
54 C -6.337 0.927 0.752
55 O -5.555 -0.007 1.506
56 C -6.380 -0.681 2.537
57 N -7.026 1.608 -1.406
58 H -4.037 -0.013 -0.723
59 H -4.282 1.757 -0.866
60 H -4.543 0.642 -2.239
61 H -6.515 -0.420 -0.951
62 H -7.379 0.731 0.909
63 H -6.064 1.951 0.910
64 H -7.316 -1.008 2.043
65 H -6.685 -0.011 3.339
66 H -5.871 -1.525 2.957
67 H -6.510 2.447 -1.323
68 H -7.106 1.369 -2.387
69 C -1.351 -3.735 0.376
70 C -0.456 -2.475 0.094
71 C -1.184 -1.185 0.469
72 O -0.215 -0.102 0.526
73 C -0.787 1.167 0.287
74 N 0.746 -2.561 0.877
75 H -2.091 -3.954 -0.362
76 H -1.878 -3.504 1.348
77 H -0.818 -4.670 0.534
78 H -0.217 -2.372 -0.927
79 H -1.777 -1.279 1.404
80 H -1.937 -0.886 -0.268
81 H -0.126 1.940 0.763
82 H -1.845 1.186 0.640
83 H -0.678 1.480 -0.752
84 H 1.213 -3.436 0.801
85 H 1.246 -1.706 0.765
86 C 0.535 0.042 -2.629
87 C -0.927 0.054 -2.958
88 C -1.258 1.381 -3.648
89 O -0.547 1.406 -4.822
90 C -0.429 2.678 -5.372
91 N -1.323 -1.149 -3.744
92 H 1.147 0.237 -3.485
93 H 0.833 -0.967 -2.260
94 H 0.791 0.781 -1.829
95 H -1.443 0.090 -1.988
96 H -0.900 2.226 -3.033
97 H -2.360 1.373 -3.766
98 H -1.401 3.012 -5.800
99 H 0.325 2.644 -6.163
100 H -0.072 3.377 -4.568
101 H -2.152 -0.906 -4.318
102 H -0.584 -1.032 -4.422
103 C 0.216 -1.318 6.224
104 C 0.587 -1.398 4.804
105 C 0.794 -2.809 4.382
106 O 2.093 -3.253 4.894
107 C 2.272 -4.656 4.831
108 N -0.409 -0.722 3.921
109 H -0.064 -0.315 6.550
110 H 1.000 -1.671 6.835
111 H -0.664 -1.941 6.462
112 H 1.421 -0.790 4.524
113 H 0.835 -2.924 3.307
114 H 0.008 -3.522 4.715
115 H 1.316 -5.089 4.508
116 H 2.407 -4.949 5.882
117 H 3.060 -5.006 4.148
118 H -0.029 -0.695 3.008
119 H -1.351 -1.122 3.893
120 C -2.353 5.863 -2.001
121 O -1.857 6.005 -3.143
122 N -3.609 5.246 -1.716
123 N -1.667 6.269 -0.903
124 H -4.236 4.978 -2.457
125 H -3.686 4.762 -0.810
126 H -2.027 6.028 -0.029
127 H -0.707 6.114 -0.913
128 C -3.408 3.161 1.809
129 O -4.331 3.522 1.032
130 N -2.471 4.009 2.215
131 N -3.285 1.857 2.189
132 H -1.722 3.729 2.843
133 H -2.326 4.918 1.837
134 H -2.391 1.542 2.535
135 H -4.015 1.194 1.876
136 C 1.590 4.062 -1.090
137 O 0.945 4.795 -0.340
138 N 1.652 4.289 -2.516
139 N 2.283 3.003 -0.680
140 H 2.320 3.804 -3.046
141 H 1.290 5.195 -2.864
142 H 2.905 2.532 -1.365
143 H 2.304 2.782 0.353

Cartesian forces (eV/Å) of the 6 atoms listed first:
C 0.37 0.41 -0.09
C 0.99 0.03 -0.31
C 1.40 -1.60 -0.47
O 0.04 0.66 0.25
C -0.69 2.02 1.01
N -2.05 -0.11 -0.14

Properties
* orbital gap: 8.9 eV
* total charge: 0
* HOMO: -8.4 eV
* 2S+1: 1
* energy relative to the best compared isomer or geometry (same formula, charge and spin): 55.47 kcal/mol

=====

Question: orbital gap of number 2 (C31H87NO11)?
Answer: 8.7 eV